C15H32FIO5PSi | ωB97M-V/def2-TZVPD

Properties
gap between HOMO and LUMO	7.32	eV
electronic energy	-1995.44155	Ha
lowest unoccupied orbital energy	2.23	eV
E_HOMO	-0.187	Ha

Geometry as ORCA input:
```
! wB97M-V def2-TZVPD RIJCOSX def2/J DEFGRID3
* xyz -1 1
C -1.96 1.00 3.64
O -2.30 -0.18 2.93
C -3.64 -0.22 2.45
C -3.68 -1.01 1.16
C -3.67 -2.54 1.33
C -2.27 -3.12 1.61
C -1.50 -3.51 0.35
C -0.40 -2.49 0.04
C -0.06 -2.33 -1.44
C 1.15 -1.41 -1.66
C 0.73 -0.02 -2.11
C 1.82 1.04 -2.02
C 2.47 1.22 -0.64
Si 1.47 2.25 0.55
I 2.32 1.82 2.83
P -0.73 1.76 0.70
O -1.37 2.52 1.82
C 1.64 4.11 0.22
C 3.10 4.53 0.08
F 1.08 4.81 1.30
H -1.26 0.73 4.42
H -1.51 1.73 2.97
H -2.83 1.45 4.11
H -4.29 -0.68 3.20
H -3.98 0.80 2.26
H -2.82 -0.71 0.57
H -4.58 -0.72 0.62
H -4.06 -2.98 0.41
H -4.35 -2.83 2.13
H -1.71 -2.35 2.13
H -2.38 -3.97 2.29
H -2.17 -3.54 -0.51
H -1.06 -4.50 0.45
H 0.51 -2.74 0.58
H -0.74 -1.53 0.42
H 0.13 -3.33 -1.85
H -0.94 -1.93 -1.93
H 1.73 -1.39 -0.74
H 1.81 -1.82 -2.43
H -0.19 0.31 -1.59
H 0.45 -0.10 -3.16
H 2.61 0.72 -2.69
H 1.46 2.00 -2.40
H 2.73 0.28 -0.17
H 3.42 1.75 -0.78
H -1.35 2.01 -0.55
H -0.87 0.37 0.86
H 1.08 4.42 -0.66
H 3.40 4.56 -0.96
H 3.78 3.88 0.63
H 3.20 5.53 0.49
C 4.04 -0.84 -3.84
O 3.07 -1.53 -4.23
O 4.75 -0.21 -4.89
O 4.45 -0.61 -2.69
H 4.26 -0.52 -5.65
*
```

Atomic partial charges in e from the Löwdin method, atoms 1 to 8: -0.138, -0.223, -0.237, -0.180, -0.194, -0.196, -0.197, -0.222

=====

C23H52Cl2P2SiTm | ωB97M-V/def2-TZVPD

Properties
<S²>	2.003
gap between HOMO and LUMO (spin up / spin down)	6.47 / 6.48	eV
electronic energy	-3885.35650	Ha
lowest unoccupied orbital energy (spin up / spin down)	2.77 / 2.77	eV
E_HOMO (spin up / spin down)	-0.136 / -0.137	Ha

Geometry as ORCA input:
```
! wB97M-V def2-TZVPD RIJCOSX def2/J DEFGRID3
* xyz -1 3
Tm -0.01 -0.60 -0.60
Cl -0.05 -0.07 -3.05
P -2.46 -1.08 -0.87
C -2.82 -1.94 -2.45
C -3.28 -1.99 0.44
C -3.12 0.63 -1.08
C -1.82 -3.01 -2.91
H -2.76 -1.11 -3.20
C -4.22 -2.51 -2.46
H -4.26 -3.49 -1.95
H -4.53 -2.70 -3.51
H -4.98 -1.86 -2.02
H -0.95 -2.56 -3.41
H -2.32 -3.68 -3.63
H -1.46 -3.62 -2.07
H -2.60 0.95 -2.01
C -2.77 1.62 -0.01
C -4.62 0.63 -1.33
H -4.88 0.30 -2.35
H -4.99 1.67 -1.23
H -5.16 0.03 -0.60
H -1.89 1.32 0.59
H -3.58 1.80 0.71
H -2.50 2.60 -0.46
C -2.66 -3.37 0.66
H -4.28 -2.12 0.02
C -3.43 -1.24 1.77
H -2.83 -4.04 -0.19
H -3.11 -3.84 1.55
H -1.57 -3.30 0.83
H -2.49 -0.78 2.10
H -3.75 -1.95 2.55
H -4.20 -0.45 1.70
Cl 0.07 -1.37 1.70
H 0.25 -2.27 -1.44
P 2.48 -0.25 -0.78
C 2.77 1.33 -1.64
C 3.39 -0.22 0.77
C 3.09 -1.57 -1.92
C 1.77 2.45 -1.41
H 2.66 1.04 -2.72
C 4.18 1.84 -1.40
H 4.25 2.37 -0.44
H 4.42 2.58 -2.19
H 4.95 1.06 -1.44
H 0.83 2.29 -1.96
H 2.20 3.41 -1.74
H 1.52 2.57 -0.34
H 2.52 -1.32 -2.85
C 2.74 -3.01 -1.55
C 4.58 -1.43 -2.22
H 4.80 -0.58 -2.86
H 4.92 -2.34 -2.75
H 5.17 -1.36 -1.30
H 1.98 -3.07 -0.76
H 3.63 -3.57 -1.21
H 2.34 -3.53 -2.44
C 2.85 0.82 1.73
H 4.37 0.12 0.43
C 3.57 -1.57 1.47
H 3.15 1.85 1.47
H 3.18 0.62 2.76
H 1.75 0.81 1.75
H 2.61 -2.06 1.68
H 4.08 -1.40 2.43
H 4.20 -2.25 0.88
C -1.49 4.31 3.00
Si -0.05 3.12 3.01
C 1.58 4.00 3.30
C -0.31 1.87 4.39
C -0.03 2.16 1.51
C 0.10 1.26 0.54
H -1.52 4.83 3.95
H -2.41 3.75 2.85
H -1.36 5.03 2.18
H 1.52 4.54 4.25
H 2.39 3.27 3.34
H 1.76 4.71 2.49
H -1.25 1.34 4.22
H 0.51 1.16 4.39
H -0.35 2.40 5.35
*
```

Atomic partial charges in e from the Löwdin method, atoms 1 to 8: 0.146, 0.017, 0.897, -0.555, -0.569, -0.551, -0.176, 0.094

=====

C2H2NO3 | ωB97M-V/def2-TZVPD

Properties
gap between HOMO and LUMO	8.51	eV
electronic energy	-357.78302	Ha
lowest unoccupied orbital energy	4.12	eV
E_HOMO	-0.161	Ha

Geometry as ORCA input:
```
! wB97M-V def2-TZVPD RIJCOSX def2/J DEFGRID3
* xyz -1 1
C -1.30 0.43 0.06
C 0.26 0.11 -0.11
N 0.73 -1.19 -0.31
O -1.59 0.17 1.25
O -1.92 0.92 -0.90
O 1.13 -0.09 -1.19
H 1.02 1.08 1.00
H 1.67 -1.43 0.19
*
```

The net atomic charges from Löwdin, expressed in e, are: -0.736, -0.332, 0.024, -0.090, -0.050, -0.109, 0.176, 0.116

=====

C3H5N3O | ωB97M-V/def2-TZVPD

Properties
gap between HOMO and LUMO	7.85	eV
SMILES	N/N=C1\C=NOC1
electronic energy	-356.64592	Ha
lowest unoccupied orbital energy	-0.41	eV
E_HOMO	-0.304	Ha

Geometry as ORCA input:
```
! wB97M-V def2-TZVPD RIJCOSX def2/J DEFGRID3
* xyz 0 1
N -2.19 0.39 0.01
N -1.35 -0.78 -0.02
C -0.07 -0.30 -0.23
C 0.46 1.01 -0.22
N 1.81 1.07 0.10
O 2.40 -0.11 0.01
C 1.28 -1.12 -0.02
H -1.68 1.18 0.31
H -3.15 0.07 0.27
H -0.11 1.92 -0.24
H 1.26 -1.67 0.90
H 1.32 -1.65 -0.86
*
```

Atomic partial charges in e from the Löwdin method, atoms 1 to 8: -0.032, 0.030, -0.250, -0.075, 0.051, -0.099, -0.031, 0.021

=====

C5H20N2O4 | ωB97M-V/def2-TZVPD

Properties
gap between HOMO and LUMO	9.44	eV
SMILES	C[C@H](O)CNCCN.O.O.O
electronic energy	-612.85222	Ha
lowest unoccupied orbital energy	0.22	eV
E_HOMO	-0.339	Ha

Geometry as ORCA input:
```
! wB97M-V def2-TZVPD RIJCOSX def2/J DEFGRID3
* xyz 0 1
C 1.52 -1.01 -2.62
C 1.25 -0.30 -1.22
O 2.51 0.43 -0.99
C 0.92 -1.24 0.00
N -0.26 -1.09 0.80
C 0.09 -0.44 2.11
C -1.09 0.24 2.79
N -1.61 1.37 2.03
H 1.52 -0.34 -3.36
H 0.87 -1.81 -2.63
H 2.57 -1.20 -2.61
H 0.40 0.34 -1.57
H 2.94 0.34 -0.10
H 1.83 -1.43 0.57
H 0.62 -2.19 -0.48
H -0.89 -0.37 0.37
H 0.44 -1.28 2.72
H 0.92 0.25 2.23
H -0.67 0.54 3.69
H -1.96 -0.50 3.09
H -2.24 2.00 2.64
H -0.97 1.89 1.44
O 1.43 2.66 1.04
H 2.13 2.84 0.45
H 0.82 3.44 0.75
O -2.06 -2.23 -2.13
H -2.13 -1.25 -1.93
H -1.28 -2.40 -1.59
O -2.31 0.81 -1.41
H -2.80 1.51 -1.33
H -1.74 0.82 -0.65
*
```

Atomic partial charges in e from the Löwdin method, atoms 1 to 8: -0.013, -0.315, -0.101, -0.198, -0.044, -0.231, -0.290, -0.024

=====

C28H75N3O12 | ωB97M-V/def2-TZVPD

Properties
gap between HOMO and LUMO	8.93	eV
SMILES	COCCNCCOC.COCCNCCOC.COCCNCCOC.OCCO.CCO.CCO.CCO.CCO
electronic energy	-2178.49401	Ha
lowest unoccupied orbital energy	0.60	eV
E_HOMO	-0.306	Ha

Geometry as ORCA input:
```
! wB97M-V def2-TZVPD RIJCOSX def2/J DEFGRID3
* xyz 0 1
C -4.52 1.95 -1.88
O -3.75 1.74 -3.01
C -2.42 2.06 -2.87
C -1.64 0.82 -3.22
N -0.22 0.91 -2.86
C 0.54 2.09 -3.17
C 1.94 1.86 -2.69
O 2.76 2.76 -2.62
C 3.59 2.91 -3.74
H -4.73 3.04 -1.87
H -4.10 1.76 -0.89
H -5.47 1.41 -1.93
H -2.25 2.49 -1.82
H -2.13 2.77 -3.63
H -1.66 0.78 -4.29
H -2.04 -0.07 -2.78
H -0.35 0.95 -1.89
H 0.03 2.86 -2.62
H 0.58 2.43 -4.21
H 2.21 0.91 -3.06
H 1.80 1.64 -1.65
H 4.46 3.57 -3.56
H 3.03 3.25 -4.61
H 4.07 2.01 -4.12
C 1.36 -0.05 2.58
O 1.54 -0.59 1.32
C 2.87 -0.87 0.95
C 2.75 -1.17 -0.47
N 4.04 -1.34 -1.07
C 3.86 -1.73 -2.44
C 5.26 -1.83 -2.96
O 5.53 -2.16 -4.18
C 4.92 -1.42 -5.28
H 0.32 0.05 2.87
H 1.87 0.80 2.80
H 1.73 -0.79 3.32
H 3.11 -1.73 1.64
H 3.56 0.00 1.09
H 2.20 -0.41 -0.91
H 2.17 -2.10 -0.52
H 4.62 -2.00 -0.52
H 3.39 -0.93 -2.96
H 3.44 -2.63 -2.61
H 5.77 -2.62 -2.42
H 5.75 -0.88 -2.82
H 3.91 -1.74 -5.27
H 5.13 -1.83 -6.25
H 4.93 -0.36 -5.14
C 0.27 -3.85 0.69
O -1.12 -3.96 0.82
C -1.41 -3.95 2.21
C -1.48 -2.52 2.73
N -2.59 -2.28 3.77
C -2.59 -0.89 4.10
C -3.51 -0.17 3.16
O -3.62 1.07 3.40
C -4.68 1.84 2.81
H 0.74 -4.74 1.13
H 0.81 -3.03 1.16
H 0.46 -3.98 -0.35
H -0.64 -4.58 2.83
H -2.37 -4.53 2.35
H -1.70 -1.79 1.93
H -0.53 -2.23 3.23
H -3.54 -2.54 3.50
H -1.61 -0.45 3.91
H -2.91 -0.57 5.11
H -4.48 -0.55 3.42
H -3.46 -0.42 2.11
H -4.47 2.80 3.22
H -5.71 1.47 3.02
H -4.52 1.93 1.70
O -0.48 -0.25 -0.04
C -1.26 0.83 0.50
C -0.42 1.97 0.66
O -1.25 3.08 0.92
H 0.37 -0.37 0.38
H -2.16 0.96 -0.04
H -1.55 0.59 1.51
H 0.17 2.18 -0.27
H 0.26 1.87 1.48
H -1.40 2.87 1.84
C 0.48 1.97 5.51
C -0.94 1.99 5.22
O -1.24 2.02 3.82
H 0.94 2.74 4.89
H 0.95 0.94 5.24
H 0.74 2.07 6.54
H -1.42 2.86 5.72
H -1.34 1.11 5.67
H -2.14 1.65 3.75
C 2.77 3.91 2.34
C 3.74 3.39 1.45
O 3.14 2.71 0.37
H 3.26 4.75 2.89
H 2.42 3.16 2.97
H 1.79 4.34 1.91
H 4.44 2.70 1.93
H 4.38 4.17 1.01
H 3.86 2.59 -0.31
C 0.43 -2.75 -2.56
C -0.90 -3.18 -2.73
O -0.87 -3.67 -4.11
H 0.36 -2.08 -1.73
H 0.81 -2.20 -3.37
H 1.24 -3.51 -2.49
H -1.67 -2.45 -2.70
H -1.25 -3.82 -1.92
H -1.72 -3.56 -4.57
C -3.81 -2.63 -0.07
C -3.47 -1.39 -0.71
O -4.28 -1.20 -1.90
H -3.41 -3.57 -0.54
H -4.87 -2.73 -0.07
H -3.62 -2.57 1.04
H -2.37 -1.23 -0.99
H -3.73 -0.56 0.05
H -4.14 -0.36 -2.23
*
```

Atomic partial charges in e from the Löwdin method, atoms 1 to 8: -0.124, -0.173, -0.241, -0.157, -0.024, -0.189, -0.420, -0.090

=====

C18H24F6N7O5RuS3Se | ωB97M-V/def2-TZVPD

Properties
<S²>	0.758
gap between HOMO and LUMO (spin up / spin down)	5.48 / 5.00	eV
electronic energy	-5749.85199	Ha
lowest unoccupied orbital energy (spin up / spin down)	-0.85 / -1.23	eV
E_HOMO (spin up / spin down)	-0.233 / -0.229	Ha

Geometry as ORCA input:
```
! wB97M-V def2-TZVPD RIJCOSX def2/J DEFGRID3
* xyz 0 2
Ru -0.21 -0.13 1.12
C -2.20 3.58 0.40
C -1.26 2.47 0.71
N -1.57 1.19 0.67
N -2.85 0.86 0.31
C -3.04 -0.43 0.25
N -4.30 -0.79 -0.17
S -1.92 -1.70 0.57
C 0.13 2.75 1.10
C 0.62 4.05 1.26
C 1.92 4.22 1.69
C 2.70 3.09 1.96
C 2.15 1.83 1.78
N 0.92 1.65 1.34
H -1.72 4.32 -0.24
H -2.52 4.08 1.31
H -3.08 3.19 -0.11
H -5.03 -0.12 -0.01
H -4.56 -1.75 0.00
H -0.02 4.89 1.07
H 2.32 5.21 1.83
H 3.72 3.18 2.31
H 2.70 0.94 2.01
F 0.80 -4.78 3.81
C 0.65 -3.96 2.78
F -0.65 -3.74 2.58
F 1.16 -4.54 1.69
S 1.54 -2.37 3.09
O 1.28 -1.57 1.90
O 2.90 -2.73 3.30
N 0.84 -1.88 4.39
S -0.06 -0.62 4.59
O -0.02 0.26 3.43
O 0.17 -0.02 5.86
C -1.79 -1.29 4.72
F -2.40 -1.32 3.54
F -1.77 -2.52 5.22
F -2.50 -0.51 5.53
C 2.81 -0.34 -0.60
C 1.55 -0.89 -1.25
C 1.48 -2.41 -1.20
O 0.32 -0.38 -0.75
H 3.69 -0.77 -1.08
H 2.84 -0.61 0.45
H 2.85 0.74 -0.70
H 1.59 -0.59 -2.31
H 1.31 -2.74 -0.18
H 2.41 -2.86 -1.55
H 0.66 -2.78 -1.82
C -2.20 -0.97 -2.84
N -1.15 -0.61 -3.78
C -0.86 -1.26 -4.95
C 0.20 -0.64 -5.51
N 0.54 0.40 -4.67
C 1.67 1.29 -4.85
C -0.29 0.41 -3.60
Se -0.26 1.61 -2.19
H -2.65 -1.90 -3.19
H -2.94 -0.18 -2.79
H -1.75 -1.11 -1.85
H -1.42 -2.12 -5.27
H 0.73 -0.83 -6.42
H 2.18 1.01 -5.76
H 2.34 1.21 -4.00
H 1.31 2.32 -4.92
*
```

Atomic partial charges in e from the Löwdin method, atoms 1 to 8: 1.173, -0.031, -0.313, -0.163, 0.034, -0.834, 0.079, 0.711

=====

Number 1: strongest force on any atom 3.3 eV/A. Number 2: strongest force on any atom 10.9 eV/A. Number 3: strongest force on any atom 4.4 eV/A. Number 4: strongest force on any atom 5.8 eV/A. Number 5: strongest force on any atom 7.7 eV/A. Number 6: strongest force on any atom 11.9 eV/A. Number 7: strongest force on any atom 2.3 eV/A.